1.
Entry from the Open Molecules 2025 dataset: a 4-piece molecular cluster, C20H44N3O6S overall (the ωB97M-V functional and the def2-TZVPD basis).

The calculation puts the LUMO energy at 2.17 eV. Its total charge is -1. For the HOMO energy, the calculation gives -4.828 eV. The total energy comes out at -1802.4245 Eh. The spin multiplicity is 1. The gap between HOMO and LUMO is 7.00 eV. The max |F| is 5.53 eV/A.

Element x y z (Å)
C 5.44780 -0.64329 -0.13192
C 4.01583 -0.13222 -0.53639
C 4.16745 1.32955 -1.07714
C 2.80320 2.04468 -1.35643
C 2.31841 2.68996 -0.00343
C 0.85662 3.26572 -0.20265
C -0.14322 2.27385 0.48807
C -1.63836 2.49581 0.04215
C -2.29179 1.11994 -0.35970
C -3.79588 1.01345 0.05519
C -4.68025 0.14843 -0.89325
S -4.20107 -1.60821 -1.01137
O -5.13127 -2.48954 -0.27964
O -2.82079 -1.85887 -0.55862
O -4.31027 -1.94746 -2.50472
H 6.01015 0.25622 0.21853
H 5.41106 -1.35471 0.72723
H 5.98888 -1.09494 -0.99272
H 3.53055 -0.80856 -1.27452
H 3.34168 -0.11545 0.35243
H 4.83808 1.31370 -1.97058
H 4.66780 1.90856 -0.26187
H 3.01984 2.90951 -2.03305
H 2.03593 1.39752 -1.83102
H 2.27466 1.94755 0.81969
H 3.04283 3.51431 0.20138
H 0.65729 3.28582 -1.29437
H 0.83837 4.27689 0.25813
H 0.15107 1.25214 0.14252
H -0.01515 2.26534 1.60480
H -1.62519 3.20288 -0.82348
H -2.21467 2.93406 0.89053
H -2.09935 0.85112 -1.42134
H -1.75103 0.34784 0.23710
H -4.20987 2.05541 0.00568
H -3.92194 0.70694 1.12026
H -5.71057 0.15660 -0.46006
H -4.78329 0.61351 -1.89536
C 2.00783 -2.25563 3.03172
C 3.43128 -2.46858 2.58593
O 4.16286 -1.53635 2.28496
N 3.89474 -3.74617 2.52271
C 3.19018 -4.97436 2.83362
H 1.78919 -1.19044 3.02957
H 1.31786 -2.75114 2.34665
H 1.86815 -2.63550 4.04530
H 4.85347 -3.80950 2.21658
H 3.72718 -5.49333 3.63042
H 3.18142 -5.60716 1.94431
H 2.16921 -4.78650 3.15101
C 0.73081 5.28669 3.65733
C -0.52104 4.44939 3.72951
O -0.48312 3.24010 3.87988
N -1.71966 5.08478 3.61988
C -1.97498 6.49925 3.43739
H 1.59816 4.63873 3.75931
H 0.79035 5.79571 2.69360
H 0.74584 6.01625 4.46926
H -2.50955 4.45978 3.67663
H -2.58165 6.85595 4.27247
H -2.53563 6.63653 2.51067
H -1.05514 7.07429 3.38975
C -3.85951 -6.06562 -6.12644
C -2.39757 -5.85894 -5.81944
O -1.51231 -6.32673 -6.53186
N -2.08253 -5.13436 -4.72345
C -2.98173 -4.50273 -3.76289
H -3.95211 -6.66309 -7.03110
H -4.34615 -6.59793 -5.30795
H -4.35008 -5.10563 -6.29305
H -1.08909 -5.03765 -4.58155
H -2.78151 -3.43288 -3.74754
H -2.77341 -4.91352 -2.77457
H -4.02531 -4.66780 -4.00872

Cartesian forces, eV/Å:
C -0.4 0.1 0.2
C 0.5 0.3 0.2
C -0.6 -0.6 -0.1
C 1.1 0.6 0.8
C -0.8 0.3 -1.4
C 0.8 -0.9 1.1
C -0.1 0.2 -0.6
C 0.4 -0.6 0.1
C 0.3 -0.2 1.3
C -0.1 0.7 -0.8
C -0.6 0.7 1.2
S 0.4 -4.3 -3.4
O -0.1 1.7 0.3
O -0.6 1.5 0.2
O 0.1 1.6 2.5
H -0.1 -0.8 -0.2
H 0.1 0.6 -1.0
H -0.3 0.4 0.5
H 0.4 0.5 0.3
H 0.6 0.0 -0.5
H -0.5 0.1 0.6
H -0.1 -0.3 -0.7
H -0.4 -0.7 0.3
H 0.5 0.3 0.4
H 0.4 0.5 -0.4
H -0.5 -0.7 0.2
H -0.1 0.4 0.7
H -0.4 -0.4 -0.5
H -0.1 0.7 0.2
H -0.2 0.2 -1.0
H -0.3 -0.4 0.7
H 0.3 -0.1 -0.7
H -0.3 0.3 0.6
H -0.4 0.4 -0.6
H 0.1 -0.7 0.0
H 0.3 0.0 -0.8
H 0.7 -0.3 -0.4
H 0.5 -0.6 0.5
C 0.0 0.0 0.0
C 0.1 0.2 0.0
O -0.3 -0.2 0.5
N -0.2 0.2 0.1
C 0.5 0.0 -0.2
H 0.1 0.0 0.0
H -0.1 0.0 0.1
H -0.1 -0.1 -0.1
H -0.1 0.0 0.0
H -0.2 -0.1 0.0
H -0.2 -0.1 0.1
H 0.1 0.1 0.0
C 0.1 0.0 0.0
C -0.1 -0.4 0.0
O 0.1 0.1 0.1
N 0.3 0.1 0.0
C -0.4 -0.4 0.0
H -0.1 -0.1 0.0
H 0.0 0.1 0.1
H 0.0 0.1 -0.1
H 0.0 0.0 0.0
H 0.1 0.2 -0.1
H 0.1 0.2 0.0
H 0.0 -0.1 0.0
C -0.1 -0.1 -0.1
C 0.6 0.1 0.1
O -0.2 -0.1 -0.1
N -0.4 -0.3 -0.3
C 0.6 0.1 0.0
H 0.1 0.0 0.0
H -0.1 0.2 0.0
H -0.1 -0.1 0.2
H 0.0 0.0 0.0
H -0.3 0.0 0.2
H -0.2 0.1 0.1
H 0.1 0.0 0.0

Atom charges from the Mulliken analysis, given in e for atoms 1 to 6: atom 1 (C): -1.013, atom 2 (C): 0.042, atom 3 (C): -0.799, atom 4 (C): -0.583, atom 5 (C): -0.698, atom 6 (C): -0.707

---

2.
Entry from the Open Molecules 2025 dataset: C20H44NP2PtSi3 as an isolated structure (the ωB97M-V functional and the def2-TZVPD basis).

The calculation puts the LUMO energy at -3.65 eV. Its total charge is +1. For the HOMO energy, the calculation gives -10.884 eV. The total energy comes out at -2513.6847 Eh. The spin multiplicity is 1. The gap between HOMO and LUMO is 7.23 eV. The max |F| is 0.45 eV/A. The relative energy (zero: lowest compared OMol25 entry of this formula, charge and spin) comes out at 10.1 kcal/mol.

Element x y z (Å)
Pt 0.18349 0.20818 0.64660
C 3.10079 0.55232 -1.22979
P 2.40757 -0.08210 0.31721
C 2.77388 -1.85840 0.24645
C 3.39028 0.56687 1.70299
C 2.64511 0.11176 2.95584
P 0.84570 0.41809 2.74746
C 0.16420 -0.43920 4.18655
C 0.64882 2.17414 3.16187
H 4.11779 0.17632 -1.35632
H 3.13070 1.64022 -1.23495
H 2.49412 0.21268 -2.06919
H 3.85309 -2.02439 0.24745
H 2.35687 -2.27458 -0.67019
H 2.31808 -2.37775 1.08746
H 3.38440 1.65686 1.61500
H 4.42856 0.23338 1.68843
H 3.00315 0.59868 3.86438
H 2.76158 -0.96580 3.10217
H 0.70536 -0.09014 5.06908
H 0.29287 -1.51499 4.09212
H -0.89476 -0.22411 4.31162
H 1.06659 2.36149 4.15320
H -0.40573 2.44351 3.16206
H 1.15711 2.79634 2.42649
C -0.28437 -1.37986 -2.15958
Si -1.72412 -0.22213 -1.71499
C -1.36896 1.36874 -2.66519
C -3.30796 -0.86912 -2.49444
C -1.89675 -0.04544 0.17911
Si -2.73362 -1.57214 0.91748
C -2.09076 -3.16938 0.14598
C -2.41601 -1.83619 2.74555
C -4.61059 -1.51383 0.75568
Si -2.71416 1.54409 0.66060
C -4.30509 2.03490 -0.20511
C -3.07120 1.66026 2.50620
C -1.45079 2.92136 0.23021
C -1.77342 4.27687 0.23217
C -0.82726 5.22719 -0.10888
C 0.44350 4.79837 -0.46039
C 0.69770 3.43948 -0.44926
N -0.21307 2.52500 -0.11469
H 0.23384 -1.01387 -3.04881
H -0.62859 -2.39354 -2.36643
H 0.45149 -1.47779 -1.35406
H -1.54791 1.15183 -3.72196
H -0.33185 1.69275 -2.56775
H -2.00906 2.21006 -2.39573
H -3.15524 -0.94149 -3.57437
H -4.13476 -0.17531 -2.32864
H -3.61799 -1.84939 -2.13976
H -1.01658 -3.28080 0.31845
H -2.26817 -3.27998 -0.92154
H -2.58664 -4.00736 0.64290
H -1.35591 -1.98306 2.94094
H -2.93324 -2.75433 3.03302
H -2.79393 -1.03362 3.38017
H -4.94404 -1.38458 -0.27336
H -5.04293 -0.70245 1.34685
H -5.04594 -2.44345 1.12859
H -5.06152 1.26112 -0.06073
H -4.17407 2.17194 -1.28025
H -4.71136 2.96405 0.19984
H -3.95507 1.07544 2.76989
H -3.28013 2.69698 2.78256
H -2.24754 1.30098 3.12387
H -2.77716 4.58455 0.49882
H -1.07285 6.28097 -0.10660
H 1.22067 5.49355 -0.74534
H 1.67621 3.06615 -0.72821

Cartesian forces, eV/Å:
Pt -0.1 -0.2 -0.3
C 0.2 0.0 0.1
P 0.0 0.0 -0.2
C 0.1 0.0 0.0
C 0.0 0.0 0.1
C 0.0 -0.1 0.0
P -0.2 0.0 0.1
C 0.0 0.1 0.1
C 0.1 0.0 0.1
H 0.0 0.0 0.0
H 0.0 0.0 0.0
H 0.0 0.0 0.0
H 0.0 0.0 0.0
H 0.0 0.0 0.0
H 0.0 0.0 0.0
H 0.0 0.0 0.0
H 0.0 0.0 0.0
H 0.0 0.0 0.0
H 0.0 0.0 0.0
H 0.0 0.0 0.0
H 0.0 0.0 0.0
H 0.0 0.0 0.0
H 0.0 0.0 0.0
H 0.0 0.0 0.0
H 0.0 0.0 0.0
C 0.0 0.0 0.1
Si -0.2 0.1 -0.1
C 0.0 -0.1 0.0
C 0.1 0.0 0.1
C 0.0 0.1 0.4
Si 0.0 -0.1 -0.1
C 0.0 0.1 0.1
C 0.0 0.1 0.0
C 0.1 0.0 -0.1
Si 0.0 0.1 0.0
C 0.0 -0.1 -0.1
C 0.0 0.0 -0.1
C -0.1 -0.1 0.0
C -0.1 0.0 0.0
C 0.0 0.0 0.0
C 0.0 0.0 0.0
C 0.0 0.0 0.0
N 0.1 0.0 0.0
H 0.0 0.0 0.0
H 0.0 0.0 0.0
H 0.0 0.0 0.0
H 0.0 0.0 0.0
H 0.0 0.0 0.0
H 0.0 0.0 0.0
H 0.0 0.0 0.0
H 0.0 0.0 0.0
H 0.0 -0.1 0.0
H 0.0 0.0 0.0
H 0.0 0.0 -0.1
H 0.0 0.0 0.0
H -0.1 -0.1 0.0
H 0.0 0.0 0.0
H 0.0 0.0 0.0
H 0.0 0.0 0.0
H 0.0 0.0 0.0
H 0.0 0.0 0.0
H 0.0 0.0 0.0
H 0.0 0.0 0.0
H 0.0 0.0 0.0
H 0.0 0.0 0.0
H 0.0 0.0 0.0
H 0.0 0.0 0.0
H 0.0 0.0 0.0
H 0.0 0.0 0.0
H 0.0 0.0 0.0
H 0.0 0.0 0.0

Atom charges from the Mulliken analysis, given in e for atoms 1 to 6: atom 1 (Pt): 1.148, atom 2 (C): -1.217, atom 3 (P): 0.627, atom 4 (C): -1.550, atom 5 (C): -0.641, atom 6 (C): -1.007